1.
{"formula": "C16H17NO", "method": "ωB97M-V with the def2-TZVPD basis set", "relative_energy_kj_mol": 32.6, "charge": 1, "spin_multiplicity": 2, "homo_ha": [-0.396, -0.396], "s_squared": 0.774, "lumo_ev": [-3.8, -7.0], "largest_force_ev_per_a": 1.40, "gap_ev": [7.0, 3.8], "species": ["C", "C", "C", "C", "C", "C", "C", "O", "H", "H", "H", "H", "H", "H", "H", "H", "C", "C", "C", "C", "C", "C", "C", "C", "C", "N", "H", "H", "H", "H", "H", "H", "H", "H", "H"], "positions_angstrom": [[-3.664788, 3.441124, 1.444230], [-2.154942, 0.816503, -0.841916], [-2.710212, 1.412503, 0.281161], [-1.897025, 1.571586, -1.973430], [-2.955527, 2.787273, 0.294241], [-1.891837, 2.963826, -1.887785], [-2.424551, 3.543039, -0.750248], [-1.581029, 0.986133, -3.180638], [-1.981271, -0.246057, -0.719218], [-2.755517, 0.897985, 1.233411], [-1.496388, 0.015451, -3.081374], [-1.393322, 3.540742, -2.657155], [-4.755713, 3.339676, 1.403715], [-3.417272, 4.504052, 1.468910], [-2.368773, 4.616613, -0.622550], [-3.224813, 3.043395, 2.359621], [3.313951, -3.020686, 2.969364], [1.382884, -1.125597, 0.461029], [2.338030, -2.108055, 0.764466], [2.409431, -2.181828, 2.156520], [1.616470, -1.105917, 2.645019], [1.554201, -1.605196, -1.841527], [0.989305, -0.850167, -0.818418], [2.528022, -2.560699, -1.576686], [2.862091, -2.884842, -0.283296], [0.948493, -0.511001, 1.660656], [1.294966, -1.481951, -2.885966], [0.308234, -0.058342, -1.096998], [3.047625, -3.070051, -2.367518], [3.614133, -3.641369, -0.118727], [0.844849, 0.499373, 1.726152], [1.576656, -0.650926, 3.620129], [3.437355, -2.684331, 3.999189], [4.278157, -3.153840, 2.488190], [2.936667, -4.055811, 2.915387]], "forces_ev_per_a": [[0.77, 0.35, 0.13], [-0.54, -0.29, 0.85], [0.58, 1.12, 0.13], [0.31, -0.38, -0.52], [0.06, -0.11, -0.13], [0.15, -0.51, 0.13], [-0.04, 0.12, 0.05], [0.49, -0.46, 0.34], [0.05, -0.16, -0.73], [-0.55, -0.40, -0.19], [-0.28, 0.83, 0.00], [-0.36, 0.02, -0.12], [0.32, -0.17, 0.13], [-0.22, 0.05, -0.10], [-0.23, 0.08, -0.18], [-0.56, -0.15, 0.27], [-0.32, -0.87, -0.28], [-0.30, 0.68, -0.80], [-1.13, -0.70, -0.23], [1.05, 0.47, 0.79], [-0.19, 0.18, 0.26], [0.63, -0.38, -0.42], [-0.31, 0.43, -0.37], [0.02, -0.38, 0.27], [0.76, 0.27, 0.01], [1.09, 0.24, -0.14], [-0.20, 0.42, 0.14], [-0.19, 0.04, 0.36], [-0.17, -0.15, -0.32], [-0.01, -0.12, 0.23], [-0.77, -0.21, -0.17], [0.10, -0.33, 0.31], [-0.12, -0.15, -0.16], [0.28, 0.45, -0.05], [-0.15, 0.20, 0.53]], "mulliken_charge": [-1.27, -0.19, -0.82, 0.33, 0.60, -0.64, -0.39, -0.56, 0.58, 0.35, 0.35, 0.41, 0.29, 0.35, 0.30, 0.33, -1.28, -0.15, 0.60, 0.74, -0.57, -0.45, -0.32, -0.65, -0.56, -0.01, 0.42, 0.57, 0.42, 0.37, 0.34, 0.43, 0.36, 0.37, 0.35]}

2.
{"formula": "C6H33NO10", "method": "ωB97M-V with the def2-TZVPD basis set", "relative_energy_kj_mol": 417.2, "homo_ha": -0.277, "lumo_ev": 0.3, "largest_force_ev_per_a": 6.13, "gap_ev": 7.8, "species": ["C", "C", "C", "C", "C", "C", "N", "H", "H", "H", "H", "H", "H", "H", "H", "H", "H", "H", "H", "H", "O", "H", "H", "O", "H", "H", "O", "H", "H", "O", "H", "H", "O", "H", "H", "O", "H", "H", "O", "H", "H", "O", "H", "H", "O", "H", "H", "O", "H", "H"], "positions_angstrom": [[-1.469125, -3.824321, 0.996856], [-0.336121, -3.904359, -0.187598], [0.622685, -2.691884, -0.175838], [0.457257, -1.680757, 0.954485], [0.855862, -2.287327, 2.278084], [0.138936, -0.402751, 0.658674], [-0.431373, 0.574262, 1.471323], [-2.295388, -4.430601, 0.862188], [-1.064597, -3.898318, 1.925827], [-2.034990, -2.936556, 0.899094], [-0.924541, -3.894642, -1.096526], [0.205451, -4.885196, -0.022952], [1.540691, -3.284463, 0.055968], [0.504681, -2.198704, -1.151257], [1.945123, -1.883926, 2.473684], [0.731296, -3.348074, 2.292647], [0.246357, -1.934892, 3.025464], [0.110434, 0.051960, -0.304258], [-0.586506, 0.426686, 2.412131], [-1.101233, 1.040889, 0.958479], [0.414715, 1.814599, -2.977482], [0.622488, 2.318797, -2.205873], [-0.130608, 2.481732, -3.426496], [0.687950, 3.622889, -1.184563], [-0.150310, 3.770733, -0.807032], [1.312902, 3.211485, -0.473241], [3.765966, -1.884635, 1.262552], [2.997082, -1.503134, 0.956055], [3.683713, -2.759134, 1.050672], [1.492768, -0.624837, -2.255927], [2.358983, -0.815884, -2.610369], [1.123779, 0.064558, -2.843800], [-4.157931, 0.484181, -2.005249], [-5.012223, 0.784401, -1.607316], [-4.106366, -0.466487, -1.946999], [2.045129, 1.934517, 0.284118], [2.364768, 1.900851, 1.201443], [2.431224, 1.096005, -0.112351], [3.267242, 0.910211, 2.394804], [3.822012, 0.105942, 2.448201], [3.146947, 1.163918, 3.340940], [-1.839834, 3.766443, -0.113824], [-2.703737, 4.024382, -0.402978], [-1.848945, 2.902781, 0.048431], [-3.514983, 0.289206, 0.900511], [-2.544956, -0.037139, 0.867994], [-3.385400, 1.136397, 0.542417], [-1.718678, 1.470447, -1.341018], [-2.439910, 0.992761, -1.655441], [-0.954331, 1.267256, -1.853359]], "forces_ev_per_a": [[1.31, 0.85, -3.87], [-2.30, -0.53, 2.71], [0.45, -0.53, 0.41], [0.44, -0.55, -1.43], [2.28, 1.94, -1.10], [-0.95, -0.72, 1.07], [2.35, -0.63, -0.34], [-1.11, -2.51, -0.30], [0.86, -0.34, 2.61], [0.12, 1.85, 0.08], [0.20, -0.41, -0.36], [-0.63, 1.11, -0.59], [0.38, 1.18, -1.02], [0.94, -0.31, 0.43], [-2.16, -1.43, 0.15], [0.62, -0.62, -0.13], [-1.39, 1.00, 2.18], [0.19, -0.92, -1.08], [-0.57, -0.43, 1.99], [-1.28, 1.60, -0.70], [-0.87, -0.94, -2.13], [0.86, 1.32, 1.81], [0.20, -0.50, -0.24], [3.35, -0.72, 0.43], [-1.79, 0.40, 0.98], [-1.50, 0.71, -1.44], [3.17, 2.35, 1.74], [-2.79, 1.51, -1.25], [-0.14, -3.62, -0.77], [-0.26, 0.43, -0.31], [0.31, -0.11, -0.16], [0.18, -0.07, 0.31], [-1.06, 0.98, -0.05], [1.18, -0.75, -0.43], [-0.35, -0.41, 0.28], [1.08, -1.42, -0.57], [-0.09, -0.15, -0.34], [-0.84, 1.60, 0.55], [0.45, -0.40, 1.81], [-0.32, 0.40, -0.28], [0.08, -0.23, -1.10], [0.54, 6.10, -0.10], [-0.56, 0.12, -0.30], [-0.12, -5.65, 0.59], [2.27, -2.44, 0.75], [-2.37, 0.27, 0.24], [-0.13, 1.91, -0.87], [0.89, 1.23, 2.15], [-2.17, -1.33, -1.01], [1.05, -0.19, -0.99]], "mulliken_charge": [-1.30, -0.58, -0.17, 0.92, -1.45, 0.01, -0.48, 0.52, 0.34, 0.25, 0.35, 0.31, 0.07, 0.29, 0.24, 0.34, 0.55, 0.00, 0.17, 0.00, -0.77, 0.49, 0.28, -0.78, 0.37, 0.44, -0.64, 0.18, 0.34, -0.52, 0.23, 0.29, -0.67, 0.31, 0.31, -0.66, 0.31, 0.25, -0.64, 0.28, 0.28, -0.68, 0.29, 0.27, -0.66, 0.30, 0.32, -0.41, 0.24, 0.26]}

3.
{"formula": "C4H5NO2", "method": "ωB97M-V with the def2-TZVPD basis set", "relative_energy_kj_mol": 365.6, "homo_ha": -0.316, "lumo_ev": -0.3, "largest_force_ev_per_a": 2.16, "gap_ev": 8.3, "species": ["C", "C", "C", "C", "N", "O", "O", "H", "H", "H", "H", "H"], "positions_angstrom": [[1.259502, 0.147008, 0.906029], [-1.096396, 0.903436, -0.546260], [0.512482, -0.193499, -0.330592], [-1.562695, -0.364858, -0.000432], [0.976367, -0.756147, -1.344145], [-1.019140, 2.054512, -0.680934], [-1.823684, -0.459152, 1.202894], [0.298049, -0.996337, -2.069334], [-1.862164, -1.079010, -0.780198], [0.696572, -0.183725, 1.780073], [2.250513, -0.303904, 0.884523], [1.370593, 1.231675, 0.978373]], "forces_ev_per_a": [[-0.06, 0.20, 0.05], [0.86, -1.20, 1.58], [-0.34, 0.94, -0.71], [-1.86, 0.88, 0.01], [0.18, -0.67, -0.01], [0.09, -0.10, -0.44], [0.50, -0.01, -0.67], [0.04, 0.38, 0.00], [0.64, -0.30, 0.19], [0.03, -0.03, -0.01], [-0.06, -0.08, 0.00], [-0.03, -0.02, 0.00]], "mulliken_charge": [-1.20, 0.61, 0.68, -0.06, -0.66, -0.35, -0.55, 0.24, 0.30, 0.32, 0.38, 0.28]}

4.
{"formula": "C7H3N", "method": "ωB97M-V with the def2-TZVPD basis set", "relative_energy_kj_mol": 421.8, "homo_ha": -0.355, "lumo_ev": -0.6, "largest_force_ev_per_a": 11.87, "gap_ev": 9.1, "species": ["C", "C", "C", "C", "C", "C", "C", "H", "H", "H", "N"], "positions_angstrom": [[-4.120145, -0.347737, -0.013386], [-3.051283, 0.211298, 0.398570], [-1.620422, 0.783783, -0.024487], [-0.753801, -0.281640, -0.192714], [0.710703, -0.177872, -0.341378], [1.808715, 0.058846, -0.223551], [3.209476, 0.025456, 0.111578], [-5.198890, -1.092880, 0.022271], [-1.104703, 1.975412, -0.249730], [-1.446883, -1.504172, 0.182630], [4.378717, -0.144453, 0.251006]], "forces_ev_per_a": [[0.05, -0.73, 2.51], [-1.34, 0.23, -3.82], [0.98, -0.69, -0.04], [-2.22, -1.75, 1.75], [-11.65, -1.52, -0.52], [11.67, 1.26, 1.76], [2.33, -0.66, -0.64], [4.08, 2.94, -0.19], [-2.47, -3.75, 1.01], [2.93, 3.84, -1.54], [-4.38, 0.84, -0.29]], "mulliken_charge": [-0.12, -0.42, 0.01, -0.67, 0.46, 0.50, -0.13, 0.30, 0.27, 0.20, -0.41]}